Record 1
C5H5NO2 | ωB97M-V/def2-TZVPD

CARTESIAN COORDINATES (ANGSTROEM)
O -2.7633 -0.7005 0.0307
C -1.4294 -0.5020 -0.0343
O -0.4917 -1.4864 -0.1467
C 0.9243 -1.3602 0.0756
C 1.5507 -0.1581 0.1970
C 0.4449 0.8690 -0.3027
N -0.5503 2.0340 0.0807
C -0.7982 0.6105 0.5107
H 1.5747 -2.2457 0.2036
H 2.5746 -0.0934 0.1002
H 0.4711 0.6574 -1.4086
H -1.1641 1.9938 -0.8540
H -0.3433 0.3818 1.5478

Computed properties:
Charge: 0
Calculated total energy (a.u.): -398.5474

natural (NBO) analysis output, partial charges in e:
1 O -0.55
2 C 0.75
3 O -0.49
4 C 0.12
5 C -0.25
6 C -0.12
7 N -0.49
8 C -0.24
9 H 0.23
10 H 0.23
11 H 0.20
12 H 0.36
13 H 0.25

=====

Record 2
C5H5NO2 | ωB97M-V/def2-TZVPD

CARTESIAN COORDINATES (ANGSTROEM)
N -3.0271 -0.1364 1.6697
C -2.4491 -0.1561 0.5212
C -1.3923 -0.0995 -0.5466
C -0.1951 0.1454 0.0848
C 0.2555 -0.1677 1.4900
O 1.3223 -0.1491 1.9412
C 1.3192 0.4081 -0.6018
O 1.0512 0.3477 -2.0445
H -1.7505 -0.1092 -1.6641
H -0.4299 -1.0378 2.1234
H 1.9069 -0.4565 -0.0378
H 1.5724 1.4234 -0.3443
H 1.8165 -0.0124 -2.5914

Computed properties:
Charge: 0
Calculated total energy (a.u.): -398.5846

natural (NBO) analysis output, partial charges in e:
1 N -0.30
2 C 0.23
3 C -0.27
4 C -0.05
5 C 0.41
6 O -0.50
7 C -0.09
8 O -0.75
9 H 0.29
10 H 0.11
11 H 0.22
12 H 0.20
13 H 0.49

=====

Record 3
C5H5NO3 | ωB97M-V/def2-TZVPD

CARTESIAN COORDINATES (ANGSTROEM)
C 1.4560 -0.5597 0.0815
C 1.7496 1.1193 0.0311
C -0.3557 0.5845 -0.3645
C -0.0570 -0.7287 0.3463
C -1.7793 0.0111 -0.1403
H 2.0455 1.4547 1.1283
H 2.7629 1.4102 -0.5138
H -0.1411 0.4628 -1.4652
H -0.2908 -0.7049 1.4598
H -1.5604 -2.1358 0.2462
N -1.2332 -1.3160 -0.3539
O 2.3520 -1.3180 -0.0197
O 0.4825 1.6891 -0.0102
O -2.8677 0.3996 0.2671

Computed properties:
Charge: 0
Calculated total energy (a.u.): -473.8441

natural (NBO) analysis output, partial charges in e:
1 C 0.58
2 C -0.20
3 C 0.01
4 C -0.22
5 C 0.68
6 H 0.20
7 H 0.23
8 H 0.21
9 H 0.22
10 H 0.40
11 N -0.61
12 O -0.48
13 O -0.50
14 O -0.52